[1]
Molecular formula: C17H36BeCaClCsLiNNaO13P
Method: DFT, the ωB97M-V functional and the def2-TZVPD basis

DFT total energy = -3384.81290 hartree
Kohn-Sham gap = 1.77 eV
net charge = +2

Cartesian coordinates (Å):
C (0.474, -4.826, 0.088)
C (-0.429, -4.035, 1.061)
O (0.349, -3.068, 1.721)
C (-0.353, -2.388, 2.749)
C (0.393, -1.070, 3.018)
C (-0.353, 0.138, 2.422)
C (0.666, 1.182, 1.953)
C (-0.072, 2.146, 1.014)
C (0.891, 3.115, 0.313)
C (0.846, 2.810, -1.193)
C (1.848, 3.607, -2.006)
O (1.550, 3.695, -3.411)
C (0.980, 2.577, -3.890)
C (-0.293, 2.757, -4.707)
O (1.440, 1.472, -3.728)
C (-1.236, 2.805, 1.795)
Cl (-2.753, 2.724, 0.834)
C (-1.435, 2.271, 3.209)
N (-1.333, 0.791, 3.356)
H (0.832, -5.774, 0.524)
H (-0.063, -5.008, -0.836)
H (1.374, -4.258, -0.151)
H (-0.919, -4.711, 1.816)
H (-1.245, -3.525, 0.546)
H (-0.419, -2.999, 3.659)
H (-1.382, -2.203, 2.412)
H (1.314, -1.144, 2.439)
H (0.622, -0.920, 4.073)
H (-0.888, -0.167, 1.521)
H (1.138, 1.710, 2.784)
H (1.420, 0.666, 1.356)
H (-0.530, 1.505, 0.257)
H (1.889, 2.802, 0.631)
H (0.735, 4.168, 0.530)
H (-0.195, 2.938, -1.511)
H (1.090, 1.748, -1.266)
H (2.031, 4.641, -1.651)
H (2.783, 3.046, -1.929)
H (-0.234, 3.654, -5.319)
H (-1.194, 2.833, -4.078)
H (-0.415, 1.881, -5.348)
H (-0.998, 3.859, 1.917)
H (-2.453, 2.554, 3.503)
H (-0.793, 2.776, 3.923)
H (-2.269, 0.319, 3.303)
H (-1.009, 0.628, 4.329)
C (1.722, -1.973, -5.271)
O (2.880, -1.661, -5.608)
O (1.223, -1.338, -4.165)
O (0.988, -2.782, -5.853)
H (2.006, -0.783, -3.970)
C (-1.796, -0.933, -2.859)
C (-1.799, -0.536, -1.392)
O (-0.506, -0.559, -0.845)
H (-1.379, -1.933, -2.996)
H (-2.808, -0.917, -3.260)
H (-1.171, -0.247, -3.442)
H (-2.407, -1.232, -0.812)
H (-2.217, 0.479, -1.269)
H (0.020, 0.065, -1.361)
Li (0.134, -5.870, 2.283)
O (-1.708, 0.899, 5.908)
H (-2.373, 1.308, 6.444)
O (0.196, -7.053, -1.696)
H (0.249, -6.350, -2.365)
Na (-2.152, 0.382, 8.054)
Ca (-4.091, 0.341, 4.395)
O (2.287, 0.590, 1.299)
P (2.887, -0.695, 0.732)
O (4.367, -0.836, 1.055)
O (2.720, -0.672, -0.783)
O (2.183, -1.893, 1.350)
Cs (-2.917, 0.111, -5.041)
Be (2.061, 6.367, -0.562)



[2]
Molecular formula: C17H36BrFInO10P2
Method: DFT, the ωB97M-V functional and the def2-TZVPD basis

DFT total energy = -4968.45837 hartree
Kohn-Sham gap = 6.39 eV
net charge = -1

Cartesian coordinates (Å):
C (2.995, 3.479, 4.568)
C (3.056, 2.373, 4.078)
In (3.221, 0.547, 2.843)
C (3.746, -1.191, 4.159)
C (3.771, -2.420, 3.234)
C (2.408, -3.025, 3.012)
O (1.559, -3.052, 3.849)
O (2.171, -3.619, 1.785)
C (1.288, -0.013, 1.894)
C (0.595, 1.040, 1.017)
C (-0.827, 1.319, 1.507)
Br (0.372, 0.222, -0.781)
C (4.969, 0.780, 1.463)
F (6.104, 1.131, 2.260)
C (4.853, 1.826, 0.385)
C (3.974, 1.347, -0.789)
H (2.871, 4.469, 4.925)
H (4.767, -1.021, 4.492)
H (3.043, -1.325, 4.973)
H (4.153, -2.135, 2.250)
H (4.419, -3.218, 3.613)
H (2.174, -2.936, 1.103)
H (1.427, -0.932, 1.335)
H (0.620, -0.240, 2.723)
H (1.124, 1.984, 0.944)
H (-0.832, 2.055, 2.310)
H (-1.299, 0.399, 1.842)
H (-1.434, 1.679, 0.679)
H (5.211, -0.198, 1.040)
H (5.862, 1.957, -0.031)
H (4.557, 2.805, 0.756)
H (3.862, 0.267, -0.730)
H (4.433, 1.603, -1.741)
H (3.004, 1.833, -0.753)
C (-3.853, 6.640, 0.211)
O (-3.332, 5.606, -0.658)
P (-4.275, 4.406, -1.231)
O (-3.538, 3.158, -1.060)
O (-4.181, 4.944, -2.774)
C (-4.621, 6.263, -3.061)
O (-5.855, 4.108, -1.313)
C (-6.204, 2.905, -2.012)
H (-3.169, 6.756, 1.048)
H (-3.909, 7.580, -0.338)
H (-4.841, 6.396, 0.602)
H (-3.757, 6.925, -3.152)
H (-5.288, 6.657, -2.288)
H (-5.161, 6.250, -4.006)
H (-6.047, 2.038, -1.375)
H (-5.625, 2.806, -2.928)
H (-7.261, 2.989, -2.254)
C (0.250, -5.952, 0.117)
O (-0.500, -4.916, -0.572)
P (-0.398, -4.690, -2.176)
O (-0.241, -3.256, -2.394)
O (-1.943, -5.167, -2.444)
C (-2.327, -6.471, -2.032)
O (0.188, -5.510, -3.436)
C (-0.043, -4.897, -4.709)
H (0.718, -5.506, 0.992)
H (-0.434, -6.740, 0.433)
H (1.029, -6.385, -0.510)
H (-2.882, -6.409, -1.094)
H (-1.468, -7.133, -1.891)
H (-2.970, -6.900, -2.799)
H (0.666, -4.088, -4.873)
H (-1.062, -4.522, -4.782)
H (0.117, -5.673, -5.455)



[3]
Molecular formula: C17H36ClNO7PS
Method: DFT, the ωB97M-V functional and the def2-TZVPD basis

DFT total energy = -2450.38823 hartree
Kohn-Sham gap = 7.84 eV
net charge = +1

Cartesian coordinates (Å):
O (-1.781, 3.168, -5.050)
P (-0.402, 2.695, -5.014)
O (0.174, 2.147, -6.394)
O (0.681, 3.718, -4.483)
C (-0.343, 1.211, -3.912)
N (-0.664, -0.019, -4.721)
C (0.473, -0.657, -5.506)
C (1.832, -0.617, -4.806)
C (2.081, 0.614, -3.933)
C (0.886, 0.919, -3.041)
S (1.140, 2.280, -1.870)
Cl (0.457, -0.578, -2.095)
H (0.637, 2.797, -6.934)
H (0.330, 4.620, -4.462)
H (-1.208, 1.392, -3.270)
H (-1.408, 0.230, -5.378)
H (-1.069, -0.702, -4.074)
H (0.482, -0.168, -6.475)
H (0.168, -1.692, -5.655)
H (1.961, -1.518, -4.208)
H (2.589, -0.656, -5.590)
H (2.263, 1.502, -4.544)
H (2.971, 0.460, -3.324)
H (1.920, 1.538, -1.071)
C (-5.121, 2.698, -3.672)
C (-4.361, 2.344, -2.423)
O (-3.519, 1.469, -2.413)
C (-4.693, 3.127, -1.181)
H (-4.798, 2.073, -4.500)
H (-6.192, 2.569, -3.505)
H (-4.954, 3.747, -3.922)
H (-5.750, 3.010, -0.938)
H (-4.519, 4.190, -1.356)
H (-4.085, 2.785, -0.348)
C (0.100, -0.949, 1.359)
C (0.729, -1.401, 2.662)
O (1.480, -2.348, 2.690)
C (0.364, -0.620, 3.893)
H (0.436, -1.606, 0.561)
H (-0.988, -0.986, 1.438)
H (0.376, 0.085, 1.141)
H (-0.718, -0.644, 4.039)
H (0.659, 0.425, 3.784)
H (0.856, -1.033, 4.768)
C (-1.776, -6.336, 4.068)
C (-1.124, -5.132, 4.706)
O (-1.764, -4.329, 5.343)
C (0.361, -4.981, 4.494)
H (-2.842, -6.338, 4.282)
H (-1.615, -6.320, 2.988)
H (-1.323, -7.253, 4.449)
H (0.579, -4.896, 3.428)
H (0.891, -5.858, 4.871)
H (0.721, -4.089, 4.999)
C (4.228, 0.555, 6.916)
C (3.221, 1.246, 6.032)
O (2.044, 0.972, 6.071)
C (3.760, 2.299, 5.094)
H (3.728, -0.178, 7.545)
H (4.986, 0.060, 6.306)
H (4.741, 1.287, 7.542)
H (4.505, 1.859, 4.427)
H (4.259, 3.086, 5.662)
H (2.948, 2.729, 4.512)